92
Properties=species:S:1:pos:R:3:mulliken_charge:R:1 method="wB97M-V/def2-TZVPD" spin_multiplicity=2 orbital_gap_ev="5.69 / 7.05" lumo_ev="2.173 / 2.138" largest_force_ev_per_a=0.613 total_charge=-1 s2=0.75
Cu 0.2811 0.9393 -1.8215 0.09
C -1.0830 -3.8197 -1.4620 -1.31
Si -0.7507 -2.3816 -0.2914 1.29
C 0.5118 -2.9399 0.9972 0.83
C 0.7237 -4.2945 1.2829 -0.51
C 1.5948 -4.6836 2.2866 -0.77
C 2.2817 -3.7237 3.0233 -0.84
C 2.0981 -2.3814 2.7426 -0.35
C 1.2212 -1.9870 1.7324 -0.91
P 0.9520 -0.2277 1.2554 3.07
C 2.7207 0.1782 0.9771 0.02
C 3.9689 2.7126 1.0784 -0.36
C 5.2932 2.8903 0.9996 -1.25
C 6.0413 1.5968 1.2559 -0.23
C 5.2472 -0.5192 1.0333 -1.60
C 3.8674 -0.7779 0.4706 -0.31
C 0.6107 0.4876 2.9091 0.13
C 1.2127 1.6322 3.4184 -0.34
C 0.8045 2.1596 4.6372 -0.75
C -0.2189 1.5607 5.3550 -0.59
C -0.8433 0.4296 4.8427 -0.65
C -0.4347 -0.0979 3.6289 -0.46
C -2.3564 -1.9968 0.6450 0.20
C -2.9717 -2.8107 1.5988 -0.53
C -4.1894 -2.4578 2.1574 -0.81
C -4.8162 -1.2788 1.7678 -0.77
C -4.2149 -0.4473 0.8378 -0.51
C -2.9827 -0.7950 0.2829 0.08
P -2.0716 0.2218 -0.9581 1.17
C -2.9504 -0.2436 -2.5083 0.35
C -4.3042 -0.0032 -2.7400 -0.01
C -4.9012 -0.4026 -3.9267 -0.74
C -4.1534 -1.0622 -4.8957 -0.64
C -2.8069 -1.3141 -4.6732 -0.84
C -2.2083 -0.9006 -3.4887 -0.28
C -2.7334 1.8967 -0.6050 0.40
C -2.6533 2.3868 0.6977 -0.24
C -2.9634 3.7075 0.9776 -0.66
C -3.3464 4.5666 -0.0424 -0.65
C -3.4066 4.0961 -1.3458 -0.72
C -3.0957 2.7736 -1.6244 -0.59
H -1.4296 -4.6985 -0.9078 0.44
H -0.1796 -4.0894 -2.0141 0.35
H -1.8635 -3.5539 -2.1770 0.32
H 0.2054 -5.0555 0.7104 0.35
H 1.7459 -5.7364 2.4945 0.39
H 2.9681 -4.0253 3.8053 0.42
H 2.6462 -1.6292 3.3009 0.39
H 3.1874 3.4378 0.9124 0.61
H 5.7827 3.8301 0.7857 0.42
H 6.9969 1.6968 1.7633 0.63
H 5.8339 -1.3359 1.4433 0.88
H 3.5906 -1.6677 -0.0809 0.66
H 1.9965 2.1271 2.8633 0.32
H 1.2918 3.0472 5.0218 0.44
H -0.5349 1.9753 6.3045 0.37
H -1.6526 -0.0417 5.3872 0.44
H -0.9339 -0.9771 3.2326 0.23
H -2.4837 -3.7273 1.9160 0.41
H -4.6533 -3.0970 2.8995 0.41
H -5.7707 -1.0043 2.2006 0.41
H -4.6929 0.4850 0.5617 0.35
H -4.8939 0.5061 -1.9868 0.34
H -5.9539 -0.2082 -4.0926 0.42
H -4.6226 -1.3844 -5.8175 0.39
H -2.2178 -1.8372 -5.4170 0.47
H -1.1544 -1.0929 -3.3136 0.26
H -2.3155 1.7392 1.4992 0.35
H -2.8813 4.0710 1.9943 0.42
H -3.5775 5.6021 0.1745 0.35
H -3.6835 4.7642 -2.1524 0.40
H -3.1261 2.4245 -2.6494 0.27
Cl 3.4210 1.5452 -2.7606 -0.18
C 4.2232 0.9803 -1.3580 -0.23
C 3.5689 0.5372 -0.1416 -0.72
C 3.7485 1.2457 1.2216 -0.70
Cl 0.6939 2.7073 -0.2936 -0.64
C 4.9990 0.6988 1.8901 0.52
Cl 4.9040 0.5286 3.6596 -0.24
C 6.1341 0.4736 0.1138 0.76
Cl 7.8026 -0.1437 -0.0333 -0.22
C 5.5542 0.9011 -1.2248 0.03
Cl 6.6225 1.4082 -2.4780 -0.24
Se 2.9499 -2.9004 -3.2015 -0.25
C 1.8161 -1.7189 -2.4921 -0.52
N 1.0388 -0.9964 -1.9960 0.00
C -1.6104 1.9293 -5.7629 -1.07
C -0.8243 1.9092 -4.5390 0.81
N -0.2124 1.8774 -3.5707 -0.29
H -1.7142 2.9508 -6.1244 0.36
H -2.5951 1.5090 -5.5568 0.23
H -1.1188 1.3235 -6.5221 0.33